Molecular formula: C31H44FeN4OP2
Method: DFT, ωB97M-V/def2-TZVPD

Computed properties:
Expectation value of S²: 6.07
Energy relative to the best compared isomer or geometry (same formula, charge and spin) (eV): 0.000
2S+1: 5
E_LUMO (spin up / spin down) (Ha): -0.005 / -0.020
Kohn-Sham gap (spin up / spin down) (eV): 6.474 / 7.260
Energy (eV): -93828.9612

Geometry (Å):
C (3.793, 0.648, -2.950)
H (-1.159, 0.417, 4.129)
H (2.108, -4.837, -2.236)
H (-1.870, 0.954, 1.971)
C (-0.539, -5.003, -8.485)
C (1.767, -1.976, -3.860)
H (-3.506, 1.487, 0.541)
H (-0.254, -6.035, -8.756)
C (-4.086, -0.970, -2.381)
H (5.676, 1.762, -3.273)
N (-2.962, -0.935, -1.549)
C (-3.388, 2.146, -0.299)
N (-2.683, 1.744, -1.439)
H (2.579, 1.954, -0.202)
H (0.403, 1.825, -3.126)
H (-3.182, -4.024, -6.334)
C (-1.676, -0.050, 1.557)
C (-1.862, -5.127, -7.687)
C (-1.126, 0.263, -3.212)
H (-1.551, -1.147, -8.874)
H (-4.403, 4.034, 0.218)
H (-0.725, -4.475, -9.428)
H (0.712, -1.050, 3.975)
H (-4.318, -0.142, -3.023)
C (1.404, -0.198, 3.920)
H (-1.228, -0.769, -3.579)
C (0.733, 0.983, 3.211)
P (1.228, 0.008, -1.834)
C (0.611, -4.439, -7.698)
H (-1.702, -5.845, -6.867)
C (-2.147, -2.603, -7.486)
C (0.335, 0.733, -3.256)
H (1.857, -2.929, -6.947)
H (-1.216, -2.778, -9.456)
H (-1.331, -0.690, 2.389)
C (4.787, 1.582, -2.681)
H (3.704, -0.067, -3.755)
H (-3.598, 4.818, -2.265)
P (-1.708, 0.270, -1.502)
C (-1.199, -2.145, -8.560)
C (-2.416, -3.857, -7.102)
O (0.404, 0.668, 1.920)
C (4.409, 2.267, -1.480)
H (-2.691, -1.778, -7.009)
H (-1.771, 0.895, -3.828)
H (0.845, -1.569, -8.940)
H (-2.216, 2.716, -3.300)
C (1.968, -3.818, -2.557)
N (1.622, -1.579, -2.532)
H (2.107, -3.937, -4.808)
C (-0.495, 1.278, 4.061)
H (-4.227, -3.887, -0.801)
H (1.256, -5.220, -7.268)
H (0.828, 0.470, -4.200)
H (2.507, 2.125, 2.680)
C (3.207, 1.728, -1.053)
H (1.669, 0.081, 4.944)
H (-2.657, -0.445, 1.274)
C (-4.745, -2.183, -2.181)
H (1.813, 2.532, 4.262)
C (1.743, -2.716, -1.735)
H (0.275, -1.151, -7.328)
H (1.666, -2.638, -0.662)
N (2.823, 0.720, -1.940)
Fe (-0.102, 0.097, 0.144)
C (1.975, -3.348, -3.906)
C (0.262, -1.953, -8.084)
H (-1.061, 2.119, 3.663)
H (2.314, -0.515, 3.407)
H (1.001, 3.085, 2.783)
C (-3.840, 3.453, -0.489)
C (1.575, 2.261, 3.231)
C (-2.909, -2.128, -0.831)
H (1.704, -1.261, -4.670)
H (-2.111, -2.301, -0.128)
H (-5.643, -2.509, -2.672)
H (4.956, 3.068, -0.998)
C (-3.409, 3.862, -1.793)
C (-3.997, -2.912, -1.193)
H (-2.613, -5.591, -8.351)
C (0.942, -3.157, -7.510)
H (-0.217, 1.542, 5.084)
C (-2.704, 2.806, -2.342)

Atoms 1-2, force components in eV/Å:
0.3194 0.5939 0.3447
0.0030 0.0783 -0.0164


Molecular formula: C31H44MgN4P2
Method: DFT, ωB97M-V/def2-TZVPD

Computed properties:
2S+1: 1
E_LUMO (spin up / spin down) (Ha): -0.011 / -0.020
Kohn-Sham gap (spin up / spin down) (eV): 5.097 / 7.182
Energy (eV): -62836.9520

Geometry (Å):
C (-1.988, 3.088, -7.995)
C (-2.131, 1.759, -8.360)
C (-0.887, 0.589, 2.684)
C (-0.389, -0.381, 1.706)
H (1.058, 0.902, 3.617)
C (4.428, 1.270, -8.339)
H (0.764, -3.607, -3.977)
C (-1.081, 1.166, -2.923)
C (2.952, -3.701, -10.039)
H (3.560, -0.162, -5.434)
C (-0.221, 3.360, -0.859)
H (3.241, -3.973, -11.047)
C (-2.074, 1.832, -6.091)
C (3.233, 0.615, -8.604)
C (-1.012, -1.003, -8.644)
H (2.203, -0.015, -2.783)
H (-1.920, 3.919, -8.692)
N (2.806, -0.032, -7.440)
C (1.661, 1.852, -1.868)
H (0.166, -0.311, -3.942)
C (0.049, 0.597, 3.910)
H (-1.535, 2.197, 0.439)
H (-6.129, -3.271, -8.197)
H (0.103, -0.407, 4.347)
H (-0.970, -2.089, -8.844)
C (-1.117, 2.176, -0.573)
H (2.554, 1.960, -1.237)
H (2.636, 0.564, -9.497)
C (-4.398, -0.486, -8.757)
C (2.855, -4.567, -8.901)
H (-0.322, 1.295, 4.671)
C (-1.948, 3.138, -6.559)
N (2.251, -2.482, -8.271)
C (-4.230, -2.363, -7.514)
C (2.596, -2.431, -9.622)
H (-1.828, 4.034, -5.954)
H (-2.392, -0.669, 3.642)
P (1.495, -1.174, -7.353)
C (-1.355, 1.177, -1.430)
H (0.365, 3.260, -2.935)
C (3.735, 0.232, -6.425)
H (-2.252, 1.316, -9.348)
H (3.099, -5.621, -8.879)
H (2.522, -1.500, -10.167)
H (-1.583, -0.522, -9.445)
H (1.367, -2.022, -3.342)
H (1.556, 3.946, -1.796)
H (0.424, 1.386, -4.427)
C (4.753, 1.026, -6.957)
H (5.634, 1.368, -6.435)
H (-1.326, 2.153, -3.353)
C (-5.531, -1.253, -9.019)
H (-2.650, 1.074, 3.854)
N (-3.612, -1.138, -7.798)
C (1.468, 0.792, -2.642)
C (0.826, 3.130, -1.945)
H (-0.178, -1.384, 2.052)
C (2.405, -3.802, -7.833)
C (-2.327, 0.305, 3.144)
H (-3.021, 0.312, 2.299)
H (-0.855, 1.572, 2.174)
C (0.545, -2.533, -3.867)
H (-1.827, 0.458, -3.336)
H (2.167, -4.049, -6.806)
H (5.006, 1.824, -9.060)
C (0.411, -0.409, -8.632)
H (0.365, 0.663, -8.386)
H (-4.099, 0.460, -9.191)
Mg (-0.089, -1.844, -5.754)
H (0.832, -0.464, -9.649)
N (-2.137, 0.975, -7.198)
H (-0.113, -0.057, 0.705)
H (-2.206, 1.429, -5.085)
C (-5.420, -2.451, -8.229)
H (-0.800, 4.262, -1.136)
H (-3.751, -3.059, -6.833)
C (0.254, 0.727, -3.543)
P (-1.968, -0.789, -7.081)
H (-6.336, -0.984, -9.688)
H (-1.745, 0.237, -1.038)
H (0.307, 3.636, 0.068)
H (-0.449, -2.326, -3.396)

Atoms 1-2, force components in eV/Å:
-0.0651 -0.8895 0.2135
0.2731 0.4981 0.6476


Molecular formula: C31H44N5O2S3Sc
Method: DFT, ωB97M-V/def2-TZVPD

Computed properties:
Energy relative to the best compared isomer or geometry (same formula, charge and spin) (eV): 0.000
2S+1: 1
E_LUMO (Ha): 0.005
Kohn-Sham gap (eV): 7.104
Energy (eV): -97615.0788

Geometry (Å):
C (-4.970, -2.393, 1.433)
H (1.508, -3.733, -0.598)
H (-5.207, 3.713, -1.126)
C (0.310, -3.325, 1.763)
H (-1.761, -3.256, -4.213)
H (-0.382, -3.125, 0.943)
N (-0.367, -0.324, -3.492)
C (-4.927, 4.452, -0.376)
N (-2.584, -1.110, 1.060)
H (2.146, -4.829, 0.621)
H (0.855, 2.320, -2.445)
O (0.223, 0.344, -2.501)
H (-5.368, -1.860, -0.603)
C (-1.147, -0.292, -5.728)
C (2.661, -3.115, 2.584)
H (0.298, -4.400, 1.962)
H (2.776, 1.065, -2.186)
H (-0.343, 3.129, 1.434)
S (-0.461, -2.392, -1.827)
S (-3.055, -0.342, -1.424)
C (-2.865, -1.661, 2.257)
H (4.822, -0.425, 0.509)
O (-1.408, -0.515, 0.924)
H (-1.266, 0.248, -6.655)
H (3.118, 2.537, 2.759)
H (-4.293, 2.991, 1.092)
C (1.016, 1.992, 2.667)
H (0.198, 0.869, 4.350)
C (1.723, -1.357, 1.097)
H (3.679, -2.793, 2.356)
C (-0.107, 1.655, 3.657)
H (-0.149, 1.320, -4.703)
H (2.683, -4.180, 2.831)
H (2.324, -2.568, 3.465)
C (-2.648, 3.430, -0.105)
H (-0.373, 2.536, 4.245)
C (-4.680, -1.810, 0.227)
C (0.623, 3.266, 1.913)
C (2.181, -3.801, 0.255)
C (4.558, -1.152, -0.263)
H (-0.994, 1.317, 3.115)
H (0.803, -0.875, 3.047)
C (-1.608, -1.605, -5.576)
H (-3.633, 4.608, 1.353)
C (1.276, 0.821, 1.740)
H (-2.115, -2.098, -6.394)
C (1.732, -2.868, 1.382)
Sc (-0.173, -0.062, -0.504)
C (-4.046, -2.308, 2.483)
C (2.177, -0.494, 0.034)
C (1.194, -0.522, 2.104)
H (-4.236, -2.744, 3.452)
N (0.446, 3.216, -2.210)
H (-0.052, -2.814, 2.655)
H (2.257, 1.741, 0.000)
H (1.365, 3.530, 1.157)
C (-3.465, -1.125, 0.011)
C (-1.413, -2.249, -4.383)
C (2.989, -1.646, -2.175)
S (-1.802, 4.449, -1.281)
H (2.689, -2.635, -1.858)
C (-3.892, 3.870, 0.589)
C (-0.656, 3.152, -1.430)
H (4.037, 1.375, -0.968)
C (-0.535, 0.313, -4.668)
H (-5.824, 4.753, 0.164)
H (5.399, -1.235, -0.957)
H (4.416, -2.115, 0.222)
H (0.523, 3.951, -2.888)
C (3.296, -0.693, -1.009)
H (3.201, -3.607, -0.066)
H (-5.908, -2.913, 1.577)
C (1.853, 0.846, 0.451)
H (4.421, 0.470, -2.430)
N (-2.082, 2.298, 0.052)
H (3.877, -1.746, -2.806)
H (2.190, -1.227, -2.784)
C (-0.762, -1.618, -3.304)
H (-2.089, -1.543, 2.998)
H (2.170, 3.085, 4.155)
H (2.623, 1.377, 3.997)
H (0.536, 4.101, 2.613)
N (-0.953, 2.116, -0.697)
C (3.648, 0.645, -1.679)
C (2.312, 2.266, 3.445)
H (-4.532, 5.332, -0.887)

Atoms 1-2, force components in eV/Å:
0.0349 0.0729 -0.1314
0.0669 -0.0049 -0.0686